[1]
# C3H12NO

2 unconnected molecules or ions with the total composition C3H12NO in a non-equilibrium geometry (wB97M-V/def2-TZVPD, the OMol25 dataset).

Output
- DFT total energy (Ha) = -251.243539
- charge = +1
- orbital gap (eV) = 12.871
- relative energy (zero: lowest compared OMol25 entry of this formula, charge and spin) (kcal/mol) = 16.8
- HOMO level (eV) = -16.069

Each line ends with the Löwdin charge.
Element x y z (Å)
C: 0.45856 1.92097 0.41659  -0.07
C: 0.77857 0.94984 -0.67066  -0.20
N: 0.04116 -0.34652 -0.57700  -0.02
C: 0.43403 -1.31007 -1.61025  -0.01
H: -0.58520 2.24071 0.33994  0.10
H: 1.06298 2.81454 0.27306  0.10
H: 0.69968 1.51972 1.40344  0.09
H: 1.83303 0.68508 -0.55255  0.14
H: 0.52306 1.39853 -1.62878  0.14
H: 0.26512 -0.71548 0.35590  0.15
H: -0.96602 -0.30201 -0.37966  0.17
H: 0.69048 -0.85415 -2.56720  0.11
H: 1.33051 -1.85935 -1.33652  0.11
H: -0.42762 -1.91933 -1.88480  0.11
H: -1.06914 -0.40098 2.67606  0.06
H: -1.37628 -1.84793 2.33783  0.06
O: -1.48156 -0.95152 1.99728  -0.04

---

[2]
# C3H12NO2

3 unconnected molecules or ions with the total composition C3H12NO2 in a non-equilibrium geometry (wB97M-V/def2-TZVPD, the OMol25 dataset).

Output
- DFT total energy (Ha) = -326.429149
- charge = +1
- orbital gap (eV) = 10.606
- relative energy (zero: lowest compared OMol25 entry of this formula, charge and spin) (kcal/mol) = 52.7
- HOMO level (eV) = -13.954

Each line ends with the Löwdin charge.
Element x y z (Å)
C: -2.11985 -1.54610 -0.12640  -0.04
C: -0.73009 -0.94452 -0.20078  -0.13
C: 0.37181 -1.50080 0.16561  -0.07
N: 1.76701 -1.17638 -0.47392  0.17
H: -2.46872 -1.81969 0.88941  0.10
H: -2.87486 -0.90598 -0.65101  0.10
H: -2.08826 -2.47180 -0.60711  0.06
H: -0.47615 0.08407 -0.34054  0.09
H: 0.54129 -2.24408 0.91747  0.12
H: 1.90486 -1.70757 -1.41382  0.21
H: 1.64347 -0.12733 -0.71467  0.11
H: 2.57487 -1.35836 0.06344  0.13
H: 0.71258 1.79868 0.01081  -0.01
H: 1.51366 2.12729 -1.19169  0.04
O: 1.17712 1.45437 -0.69386  0.04
H: -0.37994 2.68338 2.07232  0.04
H: -1.71849 2.76145 1.27067  0.09
O: -0.72519 2.71602 1.19156  -0.05

---

[3]
# C3H12NO2

3 unconnected molecules or ions with the total composition C3H12NO2 in a non-equilibrium geometry (wB97M-V/def2-TZVPD, the OMol25 dataset).

Output
- DFT total energy (Ha) = -326.430270
- charge = +1
- orbital gap (eV) = 9.824
- relative energy (zero: lowest compared OMol25 entry of this formula, charge and spin) (kcal/mol) = 52.0
- HOMO level (eV) = -13.423

Each line ends with the Löwdin charge.
Element x y z (Å)
C: 0.78298 2.48760 0.15370  -0.03
C: 0.38043 1.38292 1.03744  -0.31
C: -0.43493 1.31940 2.10453  0.09
N: 1.16406 0.08372 0.87256  0.19
H: 1.58063 3.11871 0.54249  0.11
H: 1.11316 2.07057 -0.80024  0.09
H: -0.08153 3.12839 -0.02865  0.11
H: -0.14988 0.88231 3.05894  0.08
H: -1.49323 1.53671 2.03676  0.08
H: 1.39834 -0.40718 1.72931  0.16
H: 2.12139 0.32991 0.56081  0.17
H: 0.73455 -0.40744 0.04078  0.11
H: -0.43345 -1.97253 -1.51286  0.03
H: 0.14393 -2.35805 -0.22749  0.07
O: 0.32820 -1.72214 -0.93478  -0.06
H: -2.79162 -2.46495 -1.83622  0.07
H: -2.20897 -2.41471 -3.23365  0.07
O: -1.94842 -2.42948 -2.30512  -0.03

---

[4]
# C3H12NO2

2 unconnected molecules or ions with the total composition C3H12NO2 in a non-equilibrium geometry (wB97M-V/def2-TZVPD, the OMol25 dataset).

Output
- DFT total energy (Ha) = -326.500947
- charge = +1
- orbital gap (eV) = 11.718
- relative energy (zero: lowest compared OMol25 entry of this formula, charge and spin) (kcal/mol) = 7.6
- HOMO level (eV) = -14.971

Each line ends with the Löwdin charge.
Element x y z (Å)
C: 0.39613 0.04429 -0.56866  -0.06
C: -0.37190 -1.27181 -0.46594  -0.43
C: 0.50698 -2.38575 0.05161  -0.02
O: -1.52808 -1.06429 0.30523  -0.02
N: -0.61061 1.21603 -0.54873  0.19
H: 1.09288 0.29786 0.23003  0.13
H: 0.90767 0.13770 -1.51906  0.14
H: -0.67436 -1.52856 -1.48973  0.15
H: 1.22598 -2.71799 -0.69313  0.10
H: -0.09910 -3.23812 0.30754  0.09
H: 1.08768 -2.09017 0.92543  0.10
H: -1.53542 -1.64710 1.07035  0.11
H: -1.56004 0.82604 -0.44000  0.16
H: -0.54903 1.77003 -1.38958  0.16
H: -0.36289 1.81022 0.25635  0.10
H: 0.67562 3.11289 2.09356  0.08
H: 0.56112 3.77284 0.72000  0.07
O: 0.83738 2.95591 1.15473  -0.03

---

[5]
# C3H12NO2

2 unconnected molecules or ions with the total composition C3H12NO2 in a non-equilibrium geometry (wB97M-V/def2-TZVPD, the OMol25 dataset).

Output
- DFT total energy (Ha) = -326.475990
- charge = +1
- orbital gap (eV) = 11.826
- relative energy (zero: lowest compared OMol25 entry of this formula, charge and spin) (kcal/mol) = 23.3
- HOMO level (eV) = -14.872

Each line ends with the Löwdin charge.
Element x y z (Å)
O: -2.16903 0.96251 0.15572  -0.09
C: -0.95087 1.53308 -0.37284  -0.18
C: -0.31187 0.23747 -0.91222  -0.10
N: 0.13884 -0.71620 0.20233  0.01
C: 0.04837 -2.09339 -0.31642  -0.01
H: -2.81954 1.66558 0.35325  0.11
H: -1.15935 2.06890 -1.28254  0.12
H: -0.46922 2.08084 0.46306  0.14
H: 0.60772 0.54920 -1.39958  0.13
H: -0.94475 -0.30769 -1.62215  0.13
H: -0.49669 -0.54296 0.99521  0.17
H: 1.13392 -0.58240 0.47415  0.11
H: -0.66326 -2.21232 -1.11332  0.09
H: -0.29036 -2.76153 0.52473  0.13
H: 0.97530 -2.45104 -0.70830  0.10
H: 3.31310 0.60554 0.51568  0.07
H: 2.52261 0.57050 1.87860  0.10
O: 2.68762 0.08622 1.02919  -0.04

---

[6]
# C3H12NO2

4 unconnected molecules or ions with the total composition C3H12NO2 in a non-equilibrium geometry (wB97M-V/def2-TZVPD, the OMol25 dataset).

Output
- DFT total energy (Ha) = -326.169307
- charge = +1
- orbital gap (eV) = 2.473
- relative energy (zero: lowest compared OMol25 entry of this formula, charge and spin) (kcal/mol) = 215.7
- HOMO level (eV) = -11.866

Each line ends with the Löwdin charge.
Element x y z (Å)
O: 3.58151 -3.65514 -0.90462  -0.02
C: 3.36231 -3.97464 -2.26932  -0.19
C: 4.44464 -5.03764 -2.66323  -0.14
N: 5.63732 -4.66743 -1.96144  0.19
C: 6.75436 -5.50118 -2.30466  -0.01
H: 4.54355 -3.93284 -0.86290  0.05
H: 2.35439 -4.34415 -2.46150  0.13
H: 3.49911 -3.06827 -2.90709  0.15
H: 4.58310 -5.05835 -3.75822  0.17
H: 4.03940 -6.05822 -2.33654  0.22
H: 5.50509 -2.82234 1.35845  0.01
H: 5.66653 -3.23900 1.94243  0.03
H: 6.49631 -6.60409 -2.11432  0.17
H: 7.59320 -5.21941 -1.69640  0.10
H: 7.04422 -5.35930 -3.36014  0.15
H: -20.30731 19.48453 7.22987  -0.01
H: -20.58637 18.22626 7.98171  0.25
O: -20.70819 19.56625 8.14288  -0.23

---

[7]
# C3H12NO2S

3 unconnected molecules or ions with the total composition C3H12NO2S in a non-equilibrium geometry (wB97M-V/def2-TZVPD, the OMol25 dataset).

Output
- DFT total energy (Ha) = -724.958007
- charge = -1
- orbital gap (eV) = 6.728
- relative energy (zero: lowest compared OMol25 entry of this formula, charge and spin) (kcal/mol) = 16.0
- HOMO level (eV) = -3.028

Each line ends with the Löwdin charge.
Element x y z (Å)
C: -0.45538 -0.36394 0.34576  -0.33
C: 0.78486 0.54141 0.33762  -0.76
S: 0.90735 1.52140 -1.20523  0.19
C: -0.17032 -1.60076 -0.51976  -0.34
N: -1.14067 -2.69540 -0.46765  -0.02
H: -1.24816 0.24768 -0.10217  0.07
H: -0.82690 -0.62326 1.35273  0.09
H: 1.68879 -0.05773 0.47419  0.02
H: 0.79114 1.23057 1.15724  0.02
H: 0.80790 -1.96271 -0.17048  0.09
H: 0.05512 -1.22329 -1.51012  0.08
H: -1.63424 -2.65618 0.41582  0.04
H: -1.86671 -2.45914 -1.14340  0.06
H: -1.60071 2.80042 -1.01908  -0.03
H: -0.87843 3.52666 -0.02245  -0.01
O: -1.75099 3.58299 -0.45498  -0.15
H: 2.01536 -1.94129 2.33202  0.03
H: 0.52074 -2.08707 2.29112  0.01
O: 1.28689 -2.32181 2.83262  -0.07

---

[8]
# C3H12NO2S

3 unconnected molecules or ions with the total composition C3H12NO2S in a non-equilibrium geometry (wB97M-V/def2-TZVPD, the OMol25 dataset).

Output
- DFT total energy (Ha) = -724.948340
- charge = -1
- orbital gap (eV) = 5.397
- relative energy (zero: lowest compared OMol25 entry of this formula, charge and spin) (kcal/mol) = 22.1
- HOMO level (eV) = -2.780

Each line ends with the Löwdin charge.
Element x y z (Å)
C: 0.52943 1.05804 -0.15363  -0.32
C: -0.71915 1.52292 -0.94191  -0.77
S: -1.86337 2.57456 0.02304  0.18
C: 1.79162 1.22902 -0.97947  -0.32
N: 3.06645 1.12222 -0.21753  -0.04
H: 0.37601 0.06353 0.27264  0.10
H: 0.60593 1.72172 0.71090  0.06
H: -1.29873 0.63788 -1.21138  0.02
H: -0.42207 2.00391 -1.87220  0.03
H: 1.75504 2.15490 -1.54544  0.10
H: 1.91125 0.47276 -1.75897  0.10
H: 3.10392 1.91535 0.42295  0.05
H: 2.94867 0.33319 0.41429  0.05
H: -4.40430 -0.27072 0.08521  0.00
H: -3.73458 0.97437 0.46807  -0.08
O: -4.54747 0.45829 0.70112  -0.14
H: 1.06279 -5.93091 2.07426  0.03
H: -0.31044 -5.82040 1.38230  0.03
O: 0.14902 -6.22063 2.12572  -0.06

---

[9]
# C3H12NO2S

4 unconnected molecules or ions with the total composition C3H12NO2S in a non-equilibrium geometry (wB97M-V/def2-TZVPD, the OMol25 dataset).

Output
- DFT total energy (Ha) = -724.421035
- charge = +1
- orbital gap (eV) = 4.673
- relative energy (zero: lowest compared OMol25 entry of this formula, charge and spin) (kcal/mol) = 170.9
- HOMO level (eV) = -14.081

Each line ends with the Löwdin charge.
Element x y z (Å)
C: 2.27366 0.60114 -0.24847  -0.24
O: 3.36223 0.50362 0.60846  -0.02
C: 1.19529 -0.39460 0.21764  -0.38
C: -0.21986 0.20317 0.07282  -0.44
S: -1.56862 -0.98271 0.47509  0.95
N: 1.24760 -1.63691 -0.61260  0.15
H: 1.75488 1.58824 -0.22647  0.13
H: 2.53773 0.52805 -1.33290  0.15
H: 4.16284 0.93967 0.29304  0.12
H: 1.30468 -0.52211 1.29403  0.15
H: -0.36756 1.01947 0.86301  0.12
H: -0.39324 0.53517 -0.93317  0.10
H: -3.61696 -0.84448 0.65033  0.02
H: -3.94705 -1.10559 -0.12268  0.16
H: 0.31891 -2.04458 -0.49311  0.02
H: 2.05455 -2.20887 -0.39425  0.12
H: -3.72290 1.76592 0.44435  0.07
H: -3.02138 0.58463 -0.14980  -0.13
O: -3.35482 1.47077 -0.40530  -0.06

---

[10]
# C3H12NO2S2

2 unconnected molecules or ions with the total composition C3H12NO2S2 in a non-equilibrium geometry (wB97M-V/def2-TZVPD, the OMol25 dataset).

Output
- DFT total energy (Ha) = -1122.845631
- charge = +1
- orbital gap (eV) = 9.583
- relative energy (zero: lowest compared OMol25 entry of this formula, charge and spin) (kcal/mol) = 22.1
- HOMO level (eV) = -12.694

Each line ends with the Löwdin charge.
Element x y z (Å)
N: -1.44029 -0.17629 -0.24658  0.17
C: -1.03781 1.31980 -0.12360  -0.29
C: -1.22319 1.95934 -1.49812  -0.17
O: -1.18705 0.96072 -2.51643  -0.05
C: 0.43851 1.27227 0.34360  -0.49
S: 0.60589 0.26482 1.87220  0.48
S: 1.68536 -1.41111 1.34087  0.34
H: -1.83809 -0.17026 -1.21903  0.15
H: -1.96729 -0.50975 0.54580  0.16
H: -0.61979 -0.70586 -0.56864  0.08
H: -1.65334 1.70180 0.68186  0.15
H: -0.68334 2.89053 -1.73153  0.15
H: -2.27619 2.30791 -1.53081  0.14
H: -0.30470 0.79406 -2.85728  0.11
H: 1.11579 1.02990 -0.46315  0.09
H: 0.88919 2.18863 0.78011  0.08
H: 2.94079 -1.03282 1.04150  -0.17
H: 0.38118 -3.02795 -1.51524  0.07
H: -0.23391 -2.20662 -2.65322  0.07
O: -0.33942 -2.38739 -1.70034  -0.07

---

[11]
# C3H12NO3

4 unconnected molecules or ions with the total composition C3H12NO3 in a non-equilibrium geometry (wB97M-V/def2-TZVPD, the OMol25 dataset).

Output
- DFT total energy (Ha) = -401.676281
- charge = +1
- orbital gap (eV) = 10.761
- relative energy (zero: lowest compared OMol25 entry of this formula, charge and spin) (kcal/mol) = 45.6
- HOMO level (eV) = -14.626

Each line ends with the Löwdin charge.
Element x y z (Å)
C: -1.47131 1.05271 -0.96619  -0.10
C: -2.04955 0.56610 -2.04486  0.08
C: 0.04668 0.33394 0.79626  0.10
N: -0.23202 0.40996 -0.43605  0.01
H: -1.57089 2.02681 -0.49402  0.13
H: -1.80766 -0.33518 -2.60519  0.09
H: -2.90191 1.10011 -2.41921  0.08
H: 0.98195 -0.15413 1.14234  0.12
H: -0.68139 0.70935 1.55453  0.13
H: 0.37662 0.08685 -1.19121  0.15
H: -0.39443 -0.03809 3.86859  0.06
H: -0.41394 -1.59880 3.59918  0.07
O: -0.50389 -0.72243 3.20419  -0.06
H: 2.13660 2.14218 -1.10125  0.08
H: 2.76354 0.85909 -0.72714  0.08
O: 2.03239 1.43486 -0.44714  -0.05
H: 0.65835 -2.63997 -1.14299  0.04
H: 1.97147 -2.77768 -0.30233  0.06
O: 1.05938 -2.45568 -0.28751  -0.05

---

[12]
# C3H12NO3

4 unconnected molecules or ions with the total composition C3H12NO3 in a non-equilibrium geometry (wB97M-V/def2-TZVPD, the OMol25 dataset).

Output
- DFT total energy (Ha) = -401.693290
- charge = +1
- orbital gap (eV) = 10.256
- relative energy (zero: lowest compared OMol25 entry of this formula, charge and spin) (kcal/mol) = 34.9
- HOMO level (eV) = -14.691

Each line ends with the Löwdin charge.
Element x y z (Å)
C: 1.06427 0.66453 -1.96038  -0.13
C: 0.32130 1.11539 -2.95669  0.09
C: 1.22079 1.36480 0.35329  0.17
N: 0.58147 0.81229 -0.59774  0.05
H: 1.81459 -0.09973 -2.09094  0.12
H: -0.54167 1.73253 -2.74662  0.08
H: 0.52292 0.89823 -4.00093  0.09
H: 0.73848 1.22953 1.31336  0.11
H: 2.22057 1.72023 0.15999  0.13
H: -0.39636 0.53410 -0.43953  0.10
H: 2.01390 -0.81061 1.67498  0.04
H: 1.14223 -1.66423 2.66036  0.06
O: 1.14903 -0.88846 2.09010  -0.06
H: -2.06325 -2.07002 2.30002  0.09
H: -1.57776 -2.97421 1.20739  0.08
O: -1.63519 -2.03145 1.42701  -0.04
H: -2.60486 0.80988 0.77661  0.08
H: -1.98652 -0.63231 0.57963  0.00
O: -1.98395 0.28951 0.25011  -0.06

---

[13]
# C3H12NO3S

3 unconnected molecules or ions with the total composition C3H12NO3S in a non-equilibrium geometry (wB97M-V/def2-TZVPD, the OMol25 dataset).

Output
- DFT total energy (Ha) = -799.913241
- charge = +1
- orbital gap (eV) = 9.981
- relative energy (zero: lowest compared OMol25 entry of this formula, charge and spin) (kcal/mol) = 1.3
- HOMO level (eV) = -13.215

Each line ends with the Löwdin charge.
Element x y z (Å)
O: 0.04708 1.04902 -2.10706  0.11
C: -0.95213 1.09310 -1.45223  -0.21
C: -0.93338 0.83231 0.05579  -0.32
C: -2.19014 0.02493 0.36178  -0.44
S: -1.99176 -1.70093 -0.33299  0.76
N: 0.31087 0.06055 0.31295  0.17
H: -1.92207 1.40063 -1.88269  0.15
H: -0.92413 1.75251 0.61775  0.16
H: -3.07648 0.35525 -0.14917  0.07
H: -2.37916 -0.02937 1.43586  0.09
H: -3.22885 -1.71756 -0.83633  -0.12
H: 0.26599 -0.44474 1.19228  0.16
H: 1.15830 0.63932 0.48423  0.12
H: 0.57125 -0.40571 -0.56261  0.12
H: 1.57679 -3.11490 -0.44027  0.07
H: 2.47238 -2.13268 0.37934  0.06
O: 1.57718 -2.29832 0.07038  -0.05
H: 2.82843 1.95477 1.49307  0.07
H: 3.86778 1.36361 0.58713  0.07
O: 2.92205 1.31821 0.77280  -0.04